Entry 1:
Here is a structure of composition C26H23BrN3O5PPt from OMol25. Energies are from ωB97M-V with the def2-TZVPD basis set.

Each line ends with the Löwdin charge.
Geometry (Å):
Pt -0.072890 -0.856961 -0.255030  1.3862
C -1.764534 4.896707 3.333913  -0.0799
C -2.524492 4.145531 2.445414  -0.0765
C -1.971983 3.033043 1.828379  -0.0865
C -0.649627 2.673883 2.089259  -0.3421
C 0.108695 3.426073 2.982158  -0.0795
C -0.451080 4.536910 3.601322  -0.0756
P 0.052965 1.276192 1.175245  1.0785
C 1.627326 0.861000 2.010081  -0.3694
C 1.582447 0.268959 3.275155  -0.1067
C 2.751440 -0.154436 3.892079  -0.0789
C 3.978310 0.003368 3.252412  -0.0839
C 4.029389 0.590062 1.995130  -0.0832
C 2.858300 1.016453 1.375830  -0.0837
C 0.515608 1.867301 -0.433967  -0.4041
C 0.853178 3.112246 -0.956403  -0.0635
C 1.101198 3.207039 -2.316498  -0.0736
C 0.986293 2.078348 -3.132152  -0.0511
C 0.626420 0.837214 -2.620889  -0.0659
C 0.400504 0.764823 -1.256983  -0.3367
H -2.198232 5.760921 3.821213  0.1050
H -3.550329 4.422222 2.238266  0.1062
H -2.565038 2.443966 1.137827  0.1105
H 1.135641 3.152199 3.190365  0.1040
H 0.143009 5.122372 4.291578  0.1057
H 0.627059 0.120337 3.767051  0.1138
H 2.706457 -0.612835 4.871951  0.1056
H 4.890382 -0.319090 3.738555  0.1049
H 4.978594 0.722035 1.490812  0.1129
H 2.907607 1.462958 0.389435  0.1114
H 0.917492 3.980252 -0.308845  0.1132
H 1.386063 4.156737 -2.751027  0.1040
H 1.172143 2.169415 -4.195369  0.1091
H 0.536370 -0.030619 -3.253769  0.1097
N 1.453326 -2.280795 0.660534  0.0019
N 2.697917 -2.156467 0.140884  0.0344
C 2.662895 -1.556294 -1.207035  -0.6538
O 3.729112 -1.224360 -1.654347  0.1024
O 1.467696 -1.483196 -1.662049  -0.1226
H 1.375351 -2.249556 1.670667  0.1224
H 0.881172 -2.995265 0.204858  0.1032
H 3.350800 -1.688319 0.756060  0.1159
C -1.836972 -2.531206 1.651843  -0.1976
O -0.851841 -1.507896 1.532323  -0.4926
H -1.759104 -3.293370 0.881048  0.0510
H -2.853628 -2.125956 1.633951  0.0741
H -1.692036 -3.004614 2.628425  0.0774
Br -4.328279 -1.963422 -6.491587  0.7418
C -3.569130 -2.942444 -5.066649  -0.6713
C -3.709894 -4.320502 -5.034246  -0.1862
N -3.198259 -5.073882 -4.059930  0.0784
C -2.522440 -4.451374 -3.092744  -0.0704
C -2.338935 -3.076359 -3.048081  -0.1078
C -2.879309 -2.299204 -4.060874  -0.0471
C -1.564956 -2.449079 -1.931594  -0.5927
O -0.889907 -3.164719 -1.172680  -0.0494
O -1.639653 -1.171982 -1.814459  -0.0915
H -4.252893 -4.831268 -5.821303  0.1016
H -2.100980 -5.068245 -2.308937  0.1205
H -2.754738 -1.224850 -4.046579  0.1180

Atomic forces in eV per Å
Pt 1.11 -0.78 1.08
C 0.00 -0.03 -0.02
C 0.03 -0.02 0.01
C 0.00 0.03 0.03
C -0.17 0.01 0.02
C -0.01 0.06 0.04
C 0.00 -0.05 -0.02
P 0.58 -0.42 0.08
C -0.03 0.19 0.07
C 0.01 -0.08 -0.04
C 0.00 0.00 -0.05
C -0.05 0.04 0.00
C -0.07 0.01 0.02
C 0.01 0.04 0.01
C 0.00 0.52 -0.26
C 0.09 0.05 0.00
C -0.01 -0.10 0.04
C -0.04 -0.01 -0.02
C -0.15 0.45 -0.09
C -0.01 0.53 -0.72
H 0.01 -0.02 -0.02
H 0.02 -0.01 0.00
H 0.01 0.00 0.02
H -0.02 0.00 0.00
H -0.01 -0.01 -0.01
H 0.02 0.01 -0.01
H 0.00 0.01 -0.01
H -0.02 -0.02 -0.01
H -0.02 -0.01 0.00
H 0.01 -0.01 0.01
H -0.02 -0.02 -0.03
H -0.03 -0.01 0.00
H 0.04 0.01 0.02
H 0.00 0.02 -0.02
N -1.84 1.14 0.15
N 1.18 -0.14 -1.08
C 0.71 -0.27 1.90
O -0.29 0.09 -0.65
O -0.77 -0.04 -0.58
H -0.07 -0.05 -0.03
H 0.31 -0.41 0.28
H -0.07 0.03 0.01
C -0.02 0.47 0.07
O -0.77 -0.85 -0.40
H 0.08 -0.05 -0.06
H 0.00 0.09 -0.04
H 0.02 0.02 0.03
Br -0.02 0.03 -0.04
C -0.01 0.00 -0.02
C 0.07 -0.20 0.14
N 0.02 0.29 -0.02
C -0.05 -0.20 -0.09
C -0.06 0.17 -0.02
C -0.01 0.10 0.03
C 0.26 -0.22 0.45
O -0.26 -0.30 -0.44
O 0.29 -0.05 0.30
H 0.01 -0.01 0.03
H 0.00 0.00 -0.01
H -0.01 -0.02 -0.01

Orbital gap (spin up / spin down) in eV: 6.138 / 6.179
Energy above the lowest of the compared OMol25 structures with the same formula, charge and spin in kcal per mole: 101.1
Lowest unoccupied orbital energy (spin up / spin down) in eV: -2.056 / -1.893
Largest force on an atom in eV/A: 2.171

Entry 2:
Here is the molecule C20H21N3O5 from OMol25. Energies are from ωB97M-V with the def2-TZVPD basis set.

Each line ends with the Löwdin charge.
Geometry (Å):
O 2.319302 -1.446695 -2.868558  0.0631
C 1.321864 -1.411184 -2.163767  -0.4022
N 0.441917 -0.332217 -2.169467  0.0986
C 0.711328 0.963245 -2.806601  -0.1302
C 0.036913 1.920683 -1.896273  -0.2585
C -1.193250 2.527689 -2.225509  -0.0173
C -1.762959 3.502593 -1.391764  -0.0153
C -1.105169 3.895772 -0.199108  -0.1906
C -1.666417 4.862169 0.794112  -0.1694
C -3.027885 4.833957 1.129503  -0.0316
C -3.605458 5.743727 2.063098  -0.0652
C -2.757706 6.658640 2.687645  -0.1088
C -1.417896 6.725880 2.368670  -0.0993
C -0.857235 5.849326 1.451239  -0.0310
C 0.093517 3.273013 0.093655  -0.0233
C 0.674330 2.264165 -0.719257  -0.0139
C 1.013917 -2.588121 -1.222656  -0.1310
O -0.301950 -2.431079 -0.566982  -0.0303
C -0.033127 -2.534759 0.821391  -0.2647
C -0.054681 -4.052166 1.223411  -0.0445
N 1.042635 -4.807929 0.614204  -0.0286
C 0.981214 -6.202718 0.691620  -0.4990
O 0.058818 -6.786606 1.233527  0.0501
N 1.932276 -6.995797 0.069273  0.0418
O 1.928532 -8.441981 0.146739  0.0037
C 2.310086 -4.104453 0.354354  -0.0760
C 2.028745 -2.671371 -0.099577  -0.2246
O 1.301829 -2.042082 0.957336  -0.0193
H -0.167841 -0.329240 -1.370025  0.1246
H 0.293655 1.050174 -3.818670  0.1250
H 1.788898 1.190444 -2.884894  0.1344
H -1.686093 2.210777 -3.155909  0.1172
H -2.676172 4.028611 -1.674720  0.1129
H -3.714896 4.120464 0.660472  0.1104
H -4.661238 5.780287 2.264574  0.0946
H -3.168538 7.395916 3.366222  0.0994
H -0.758701 7.469292 2.840344  0.1105
H 0.182690 5.915068 1.187281  0.1028
H 0.566465 3.598075 1.024437  0.1128
H 1.592241 1.793343 -0.393344  0.1184
H 1.002938 -3.547244 -1.845165  0.1899
H -0.757438 -1.960741 1.394778  0.1648
H -0.985673 -4.535533 0.885441  0.1395
H 0.058696 -4.177438 2.304751  0.1341
H 2.640963 -6.540378 -0.464194  0.1131
H 1.232182 -8.763286 0.721466  0.0869
H 2.896584 -4.078188 1.282960  0.1421
H 2.912906 -4.601930 -0.372981  0.1108
H 2.994882 -2.190174 -0.323083  0.1729

Atomic forces in eV per Å
O -0.37 -0.23 0.41
C -0.29 1.35 -0.77
N 1.34 -1.93 0.00
C -0.09 -0.56 0.06
C -0.38 1.40 -0.09
C 0.09 0.18 0.30
C 0.38 0.04 0.15
C -0.34 -0.38 -0.54
C -0.20 1.00 0.58
C -0.87 0.53 0.40
C 1.82 -0.28 -0.71
C -0.93 0.17 -0.17
C 1.12 -0.08 -0.05
C -1.11 -1.05 -0.70
C 0.87 -0.68 0.24
C -0.98 1.52 0.98
C -1.34 -0.69 -1.37
O 1.36 0.08 -0.44
C 1.29 -1.90 -0.64
C -0.03 -0.08 0.21
N 1.04 -0.50 -1.20
C -0.49 -1.19 -0.27
O -0.54 0.25 0.56
N -0.80 0.51 0.96
O 1.26 1.87 -1.10
C -0.75 0.13 0.95
C -0.25 -0.75 0.72
O -0.27 0.66 0.67
H -0.35 0.06 -0.07
H 0.05 -0.38 0.19
H -0.37 -0.43 0.16
H 0.17 0.34 0.44
H 0.13 -0.34 0.01
H 0.46 0.13 0.05
H -0.19 -0.29 0.00
H -0.04 -0.10 0.11
H -0.45 -0.33 -0.20
H 0.28 0.08 -0.01
H 0.12 -0.40 -0.29
H 0.09 -0.01 -0.18
H -0.03 1.34 0.72
H 0.25 0.15 0.02
H 0.24 0.41 0.33
H -0.43 0.35 0.10
H 0.65 -1.01 -0.38
H -0.77 0.97 0.49
H 0.06 0.25 -0.12
H 0.24 -0.42 -0.72
H -0.65 0.24 0.21

Orbital gap in eV: 9.346
Energy above the lowest of the compared OMol25 structures with the same formula, charge and spin in kcal per mole: 76.9
SMILES: O=C(NCc1ccc(-c2ccccc2)cc1)[C@@H]1O[C@H]2CN(C(=O)NO)C[C@@H]1O2
Lowest unoccupied orbital energy in eV: 0.582
Largest force on an atom in eV/A: 2.514

Entry 3:
Here is a cluster of 2 separate species, C2H6O2 in total from OMol25. Energies are from ωB97M-V with the def2-TZVPD basis set.

Each line ends with the Löwdin charge.
Geometry (Å):
C -0.971791 1.114630 0.551971  0.0152
C -1.369992 -0.077739 0.144006  -0.2813
O -0.477244 -0.993294 -0.339370  -0.0226
H -1.596967 1.909614 0.895086  0.0470
H 0.084453 1.319323 0.495344  0.0458
H -2.430479 -0.312600 0.118213  0.1061
H -0.872258 -1.870144 -0.305776  0.0986
O 2.343871 0.210574 -0.344307  -0.0609
H 2.617759 -0.057207 0.536312  0.0348
H 1.857806 -0.536188 -0.708393  0.0173

Atomic forces in eV per Å
C 0.86 -0.30 -0.25
C -0.54 0.85 0.20
O -0.12 -0.39 0.01
H -0.58 0.00 0.05
H 0.27 0.12 0.07
H 0.12 -0.43 -0.04
H 0.00 0.06 -0.09
O 0.19 0.14 -0.12
H -0.04 -0.10 0.01
H -0.16 0.04 0.15

Orbital gap in eV: 9.885
Energy above the lowest of the compared OMol25 structures with the same formula, charge and spin in kcal per mole: 22.4
SMILES: C=CO.O
Lowest unoccupied orbital energy in eV: 0.699
Largest force on an atom in eV/A: 1.028

> Among the records above, which one has the lowest energy above the lowest of the compared OMol25 structures with the same formula, charge and spin?

C2H6O2

> Number 3 is which compound?

C2H6O2